Record 1
72
Properties=species:S:1:pos:R:3 method="wB97M-V/def2-TZVPD" total_charge=+1 e_lumo_ev="-4.7 / -4.7" s2=2.009 spin_multiplicity=3
H -0.9204 4.0222 2.6356
H -6.1726 -1.6116 4.5573
H -3.0397 0.0966 -1.4011
H -4.7003 3.1651 -0.0884
H -2.0389 -0.2455 -0.0031
H 5.1960 -0.6721 -4.0629
H 0.4382 4.0206 1.5113
H -3.0317 -3.2445 5.5248
H -3.6158 2.8558 -1.4575
C -0.4786 2.0380 -0.1683
N 2.8228 -0.2800 -2.3526
C 3.6976 -2.5957 -2.9022
C 1.9201 -1.5733 -4.3421
H 0.3164 2.6175 -0.6480
H -0.7677 4.7238 -0.3910
H 5.1386 -3.3767 -1.5101
C 3.8071 -0.1487 -1.2334
C -2.4483 0.5716 -0.6115
H 1.1365 -2.1221 -3.8139
O -2.2390 1.4877 2.2839
H -5.0801 1.1584 1.5757
H -3.9708 -0.2267 1.5444
N -3.2988 -2.4226 4.9538
H -4.4386 -4.6774 4.6254
B -4.5759 -2.7886 4.1980
C -3.3504 1.4692 0.2614
H -0.6499 0.6327 -1.7862
H 0.0282 1.2707 0.4302
C 4.1710 -0.6539 -4.4279
C 3.2189 0.5462 0.0249
H 0.0817 2.5751 2.4337
O 1.6347 -0.6512 -1.8091
H 5.2381 -1.3353 -0.0950
H -4.9671 1.8115 -1.1808
C -1.3180 2.9452 0.7568
H -2.6198 -2.4696 2.8854
C 4.3916 -1.5001 -0.7696
H 2.4873 -0.0798 0.5447
H -2.1215 -0.9337 3.8865
H -1.6530 2.0549 -1.9815
H 2.7356 1.4935 -0.2320
C -0.3814 3.4129 1.9042
C -2.2586 -2.0628 3.9035
O -0.9137 -4.1110 4.3744
H -5.0351 0.0670 0.1910
H 3.6403 -2.0432 -0.1825
C -1.2911 1.3329 -1.2426
H 3.9086 0.3781 -4.6851
O -4.7050 -4.1791 3.8162
H 5.7127 0.8650 -0.8780
H 4.0435 -3.2216 -3.7312
C 4.9430 0.8139 -1.6540
O -5.5950 -1.8758 3.8092
H -2.0893 4.9950 0.7425
H 5.4616 0.5326 -2.5658
C 4.8373 -2.4037 -1.9097
C -1.6658 4.2712 0.0393
C -0.8985 -2.8615 4.2322
H 0.1101 -2.3132 4.3025
H -2.3688 4.1716 -0.7825
H 2.2108 -2.2003 -5.1894
C -4.1911 2.3843 -0.6639
H 5.7215 -1.9874 -2.4025
C 3.1423 -1.2606 -3.4406
H 4.5598 1.8287 -1.7987
C -4.4141 0.5684 0.9382
Cl -3.4553 -1.0780 6.0321
H 2.8952 -3.1587 -2.4088
N -2.5760 2.2956 1.2460
H 4.0076 0.7662 0.7499
H 4.1956 -1.2197 -5.3641
H 1.4853 -0.6542 -4.7473

Record 2
84
Properties=species:S:1:pos:R:3 method="wB97M-V/def2-TZVPD" total_charge=+2 e_lumo_ev=-11.7 de_lowest_ev=0.0000
H 4.4832 2.2654 12.4692
H -1.3866 -3.4934 4.4598
H -0.1663 -2.2996 4.6152
H -3.6530 -0.0717 7.1669
O -3.7573 -3.4256 10.7434
H -7.9384 0.3455 14.8345
H -6.1414 -1.5950 4.4463
H -7.0033 -4.6816 9.1796
H -0.0762 -6.6708 8.9702
H -0.6869 -1.9117 15.3510
O -4.9618 -4.6400 9.2189
C -2.8240 -5.6807 8.2071
H -0.4407 0.9442 10.8766
O -4.2817 1.5005 10.5412
H -2.1517 -2.0660 14.5269
O 0.2619 -4.4724 12.0478
O -2.1638 -1.6574 4.4698
H -2.5388 -5.6756 14.4141
H -1.7652 -4.2543 13.7061
H -3.1314 1.3855 12.3564
H -5.6453 -0.6016 5.8473
C -1.6135 -5.2988 13.9782
O 2.4502 2.9892 12.2229
O -6.1862 -1.5630 13.7620
H -5.3566 -3.4760 13.0495
C -3.4958 -1.8768 4.7905
H -4.8310 1.7329 12.5579
O 1.9675 0.8032 12.1621
O -7.8385 -2.8715 12.6594
C -0.4408 -5.4542 11.9315
O -3.9244 -2.8397 5.4327
C -3.7761 -4.1827 9.7900
C -7.9031 0.4859 13.7541
C -6.1890 -4.1466 9.6684
C -5.2536 -2.6902 13.7978
O -1.3252 -5.9719 12.8075
H -3.4166 -5.4672 7.3175
C -7.4858 -1.8313 13.2054
H -8.5764 1.2989 13.4825
C -5.5708 -0.7233 4.7667
C -4.1212 1.1642 11.9572
C 3.6911 2.8115 12.9814
H -1.7903 -5.8099 7.8863
H 3.5726 2.2488 13.9074
H -1.2772 -2.6820 6.0039
C 0.3801 -6.1262 9.7968
C 0.5567 -1.6526 8.5886
O 0.6873 -1.9933 9.9190
H 0.9110 -0.6476 8.3590
H -2.1981 0.9469 7.1366
H -1.0379 2.3748 10.0480
Na -1.6298 -2.0791 10.9492
H -6.5966 -4.2830 10.6701
H -4.3724 0.1317 12.2004
C -3.5334 0.8946 9.6242
C -3.2828 0.9507 7.2435
H 3.9732 3.8201 13.2836
O -8.2680 -0.7522 13.2031
C -0.1330 1.8438 10.3434
H -5.2626 -3.1301 14.7950
In 2.4084 -2.2511 12.5366
O -2.7790 -0.0701 9.8356
H -6.3308 -3.1047 9.3813
H -4.2494 -2.2896 13.6588
H -3.6429 1.4921 6.3688
C -1.1844 -2.5304 4.9285
H 1.2349 -2.2727 8.0025
C -1.2231 -1.4960 14.4979
H -6.8624 0.7148 13.5246
H 1.3988 -6.4682 9.9799
C 1.7085 1.9666 11.8427
O -0.4784 -6.3101 10.9122
H -0.4250 -1.9400 8.2122
O 0.7244 2.5699 11.1907
H -1.5390 -0.4587 14.6088
H 0.5356 -5.0909 9.4933
H 0.3997 1.5218 9.4487
O -0.5758 -1.7112 13.2438
H -3.2227 -6.6072 8.6201
H -0.7730 -5.3992 14.6649
O -3.7107 1.4972 8.4835
H -5.9059 0.1842 4.2644
O -4.1853 -0.7732 4.4163
O -2.7297 -4.7122 9.1914

Record 3
78
Properties=species:S:1:pos:R:3 method="wB97M-V/def2-TZVPD" total_charge=+1 e_lumo_ev=-2.2 de_lowest_ev=5.4895
H 20.8700 9.9630 6.2010
S 14.4940 18.8390 4.1650
C 19.7090 19.2320 -0.3170
H 13.4840 13.4340 7.9590
C 20.3690 11.8070 7.2730
H 17.1010 15.0200 3.9200
S 16.4660 11.7160 1.1880
H 20.0160 18.7270 -1.1140
H 21.2700 20.6940 -0.5030
C 20.2410 21.1350 1.2760
C 15.3410 14.1240 7.0970
O 17.3950 11.3190 5.6500
O 19.0000 17.8790 1.9070
O 16.2950 13.0950 1.5860
H 16.5910 19.4630 1.5780
H 17.1260 15.3840 2.0250
H 15.5200 21.5100 3.8970
N 16.8190 15.5210 3.0280
H 14.2940 11.1400 8.9320
H 18.4420 12.7850 7.7760
H 16.6250 19.0080 4.7450
H 15.9340 15.5490 2.7360
O 18.5200 13.3000 4.5050
H 16.3170 13.9180 7.6370
H 16.2890 12.5840 -1.0360
C 19.8910 11.1620 4.8570
C 14.4240 12.9870 7.5910
H 14.0960 11.8690 -0.7330
C 15.7870 20.1290 2.2130
H 15.1470 9.1460 0.2400
O 14.6400 17.4610 4.1600
O 21.3130 17.7760 0.8740
H 16.9280 16.4560 3.2180
H 14.1820 11.6460 1.7260
C 14.5540 19.4000 2.4590
H 15.1900 10.5710 2.5560
C 20.2230 20.6910 -0.1690
S 20.1510 18.4330 1.1530
O 13.4150 19.5480 4.7380
O 17.6400 10.9840 1.6410
S 18.4890 12.2170 5.4080
H 17.4110 20.9290 3.4890
O 14.3140 12.5850 4.2050
H 21.8960 11.1930 5.5530
H 19.6210 21.6730 -0.6950
H 21.4390 20.0150 2.4540
H 14.2740 18.5630 1.9740
H 20.2840 11.6120 3.8570
C 15.0140 11.9730 8.5430
C 14.7230 10.0230 0.3710
C 20.4810 19.9370 2.1170
H 15.5470 20.1760 5.4040
C 15.0160 10.9980 -0.7360
H 19.1530 21.6710 1.5360
H 14.9990 15.0500 7.1820
C 16.2080 20.6590 3.5270
H 14.9850 10.5400 -1.7340
C 20.8460 10.9530 6.0520
O 15.3250 13.9500 5.6420
C 16.3680 11.5990 -0.5270
C 19.2050 12.7250 6.9790
H 19.3250 10.1580 4.7220
H 17.2250 10.8200 -0.7440
H 21.2010 12.3300 7.7030
H 13.6000 19.9100 2.2680
H 20.0580 19.9310 3.2630
C 15.0170 10.8560 1.6240
O 14.0010 12.3500 6.4590
H 19.4170 13.9180 6.8460
H 18.5870 19.4120 -0.3280
H 15.4550 12.5590 9.3660
H 15.5380 11.3240 8.2400
C 14.5280 12.9760 5.3390
H 20.9730 21.9000 1.5610
H 15.7020 20.9030 1.5020
H 13.6150 9.9770 0.2960
C 15.9710 19.5750 4.5560
H 20.0290 11.1280 8.0190

Record 4
67
Properties=species:S:1:pos:R:3 method="wB97M-V/def2-TZVPD" total_charge=+2 e_lumo_ev="-9.2 / -8.9" s2=1.046 spin_multiplicity=2 de_lowest_ev=0.0000
C 3.3589 -2.0097 0.2615
H -3.2944 -0.3511 0.8954
H -1.8955 -2.5814 -4.5053
H -1.0685 -1.4091 -1.1014
C 1.7437 2.0064 -3.0091
C -2.0757 -1.0332 -1.5319
C -1.3880 -2.0171 -3.7040
N -2.2569 -1.9905 -2.5724
H -0.4366 -2.5446 -3.4990
H -3.0726 2.7233 3.4725
C -2.0537 2.7174 3.0558
H 2.7454 2.3827 -3.2280
H 2.9685 -2.6390 -2.4442
H -3.2940 1.3710 0.4124
C -1.7316 -0.2445 3.7351
H 3.4796 -0.1991 -2.2539
H -1.3641 3.0072 3.8570
C 1.6037 0.9128 -2.1488
P 1.9720 -1.3210 -0.6743
C -2.9073 -3.2308 -2.2725
H 4.2640 -2.0016 -0.3621
H 2.1876 2.5689 4.3483
C -3.2407 0.6806 1.2652
H -2.7905 0.3947 -3.0093
H 1.4082 -1.9460 -2.9691
C 0.3185 0.4600 -1.8451
C -0.8226 1.0058 -2.4241
C 1.9364 -2.4215 -2.1338
H 0.7887 3.3218 3.5674
H -0.0479 1.8389 0.6601
H 0.5118 -1.8255 0.8923
H 3.6208 0.9752 1.3113
H 2.5991 -0.3000 4.1545
H -2.7080 1.0330 -1.3704
H 3.5416 -1.4482 1.1846
H 2.5971 2.2968 0.6752
H -3.8132 -3.0646 -1.6700
C 1.8316 -0.5134 3.3947
H 3.3032 0.7816 -0.7817
H 2.2304 -1.2728 2.7137
C 2.9013 1.7571 1.5816
C -2.1567 0.4171 -2.1049
H -2.0131 3.4888 2.2738
H 3.1056 -3.0466 0.5199
Si 1.4186 1.1041 2.5332
H 0.5544 2.0061 4.7425
H 0.7130 3.4373 -4.2521
C 1.1921 2.3657 3.9243
H -1.5598 -1.2661 3.3695
C -0.6725 2.0953 -3.2952
H -2.7294 -0.2151 4.1998
C -0.0941 0.9632 1.3539
Si -1.7234 1.0069 2.3260
C 2.7499 0.1753 -1.5163
H -1.1515 -1.0093 -4.0707
H -1.5650 2.5340 -3.7404
V -0.1469 -0.5655 -0.0381
H 1.4213 -3.3521 -1.8657
H -2.8840 -1.2042 -0.8060
H -0.5212 -2.1107 0.4940
H 0.9630 -0.9416 3.9099
H -2.2544 -3.9367 -1.7232
H -0.9956 -0.0251 4.5201
C 0.6045 2.5924 -3.5783
H -4.1352 0.8563 1.8840
H -3.1993 -3.7140 -3.2192
H 3.4293 2.4742 2.2305

Record 5
71
Properties=species:S:1:pos:R:3 method="wB97M-V/def2-TZVPD" total_charge=+3 e_lumo_ev="-11.0 / -11.4" s2=2.045 spin_multiplicity=3 de_lowest_ev=2.2486
S 1.3202 -0.4800 -2.0670
C -0.9201 -0.2184 3.4999
H 2.6796 2.8574 2.7330
H -3.6224 -0.4010 2.5092
H -2.6202 2.4640 1.5127
H 1.0989 3.2656 1.9984
P -1.0628 1.7011 -1.2745
C 0.9079 -4.5131 -8.3938
H -2.2607 -2.9889 -4.3040
H 0.0211 3.8654 -1.0400
C -2.8725 1.4291 -1.4451
C 1.7313 2.4421 2.3592
H -1.0148 -4.6019 4.1941
H -2.7643 -1.6457 1.5469
H -1.7420 4.0371 -1.2722
H 4.3007 0.6468 1.6844
C -0.2958 -3.3686 -5.1371
H -0.9401 -0.7756 -0.6299
H 0.7107 -5.5256 -8.0175
H -0.8226 0.9977 -3.6029
C -0.9595 3.4597 -0.7577
H -1.0868 3.5744 0.3235
C 3.3248 0.1373 1.6542
H 3.0244 -4.6235 -8.1516
H -1.4274 -1.3946 -2.5855
H 0.0468 -3.9397 -8.7606
S 0.8867 -2.2275 0.5731
H 1.7620 -3.4806 -5.8095
H 3.4023 1.5555 -0.9888
C 1.5316 -2.1358 -4.1553
H 1.9615 -1.9238 3.3108
H 0.1018 0.0986 3.7357
H -1.1112 2.6843 2.4500
H -3.2612 2.0511 -2.2642
H 2.5780 -1.8284 -4.1124
H 1.2107 1.9401 3.1865
H -3.5108 -0.2563 0.7250
C 0.8845 -3.5188 4.3502
H 3.7355 2.8414 0.2259
H 2.3655 -3.0415 -8.9082
H 3.3953 -0.7529 1.0134
C -2.9824 -0.5738 1.6318
H -3.3991 1.6828 -0.5166
N 1.2975 -2.6875 3.2369
H 2.2520 2.8984 -0.7844
C 0.6365 -2.9772 2.0944
P 2.0434 1.2646 0.9988
H 0.4474 2.1425 -3.1368
C 2.1587 -4.0268 -8.4695
H -1.2150 2.7378 -3.4570
C 0.6332 -1.5620 -3.2155
H -0.6528 -4.0831 -5.8734
H -1.6067 0.2277 4.2326
H -0.6898 -4.4965 1.6024
C -0.0410 -4.5405 3.6939
N -0.1753 -4.0262 2.3380
C -0.7404 -1.8665 -3.2903
H 0.4117 -5.5339 3.6819
C -1.9747 2.0273 2.2839
H 3.0513 -0.1906 2.6675
P -1.4088 0.3396 1.8272
C -0.6194 1.9135 -3.0385
C -1.1968 -2.7641 -4.2498
C 2.9496 2.2360 -0.2537
H -2.5411 1.9679 3.2241
V 0.0651 0.0424 0.0274
H -0.9742 -1.3090 3.5857
C 1.0666 -3.0399 -5.0942
H 0.3465 -2.9232 5.0983
H -3.0649 0.3753 -1.6855
H 1.7583 -3.9806 4.8151

Record 6
77
Properties=species:S:1:pos:R:3 method="wB97M-V/def2-TZVPD" e_lumo_ev=-1.6 smiles="O=C1OC(=O)C(CCCCS(=O)(=O)O)=C1S.COC[C@@H](C)N.COC[C@@H](C)N.COC[C@@H](C)N"
H 4.8382 8.6849 4.3489
H -2.5475 1.4411 -1.6083
H 7.1531 6.4314 5.5081
C -9.9480 -3.8045 -1.2932
O 6.3575 7.4154 3.8543
H 3.8485 -2.1054 1.1657
H 3.3784 0.2455 2.8235
H -7.6127 -4.9145 0.6062
C 0.4284 -1.1138 -2.6557
C 5.1197 7.6418 4.5087
N -8.6880 -3.8691 -3.3779
S 0.1955 -1.6043 -5.5947
H 5.9299 5.6586 2.2234
C 4.2057 -1.2201 1.7037
H -0.0647 0.9076 -1.7054
O 1.2267 -3.1664 -1.8298
C -4.1057 0.7241 -3.1675
O 0.7906 -1.5306 -0.1217
O 4.9173 1.1031 1.1425
H 4.3405 7.0194 4.0642
H -3.9349 0.2624 -4.2155
H 8.1647 6.5523 4.0798
H 5.6358 -0.5866 0.1604
C 6.7376 4.9526 3.9374
H -8.3249 -4.4750 -4.1118
H 5.3776 3.3451 4.4375
H 3.9663 -0.1330 -0.1340
H 7.5519 4.2715 4.2095
H -2.5416 2.3587 -3.2587
H -10.2615 -4.3784 -0.4158
C 5.4703 4.4228 4.6019
H 5.1837 7.4621 5.5859
H 2.3298 -0.4345 1.8195
H -10.8403 -3.3349 -1.7177
H -5.9555 -4.4065 0.2323
O -6.1013 -0.7223 -1.9620
H -7.8497 -3.4389 -2.9844
S -4.6047 -0.7138 -2.0760
C -1.5540 0.3667 -3.4148
H -10.0735 -5.3144 -2.7813
H -9.2947 -2.9972 -0.9570
H 0.6757 0.9963 -3.3867
C 4.7256 -0.2192 0.6511
C -0.0943 0.4238 -2.7392
H -1.1981 -1.6661 -5.7952
H 4.5636 4.8829 4.2049
H 7.4454 5.1705 2.0387
H -8.0117 -6.4333 -2.4799
H 4.9373 -2.5774 3.2220
H 6.0346 1.0827 2.8798
O -3.9859 -0.5571 -0.7117
C -9.2821 -4.7071 -2.3275
C -8.2462 -5.6773 -1.7226
H 5.5302 -0.9378 3.4267
C -6.9844 -4.4114 -0.1347
C -2.6511 1.3287 -2.7394
H -1.4720 0.6001 -4.5282
O -7.0013 -5.0729 -1.3895
C 0.8289 -1.8878 -1.3154
O 1.1538 -4.3174 -3.9764
C 1.0268 -3.3294 -3.2296
H -7.2948 -3.3718 -0.2560
H 6.1983 -1.9645 2.1483
C 6.1485 1.3085 1.8173
C 7.1385 6.3641 4.4131
C 5.2805 -1.6922 2.6784
H 5.4943 4.5919 5.6826
H -1.9394 -0.7169 -3.2723
N 6.5665 4.9030 2.4791
H -4.9154 1.5224 -3.2496
C 0.5326 -1.9270 -3.8159
N 3.0817 -0.6639 2.4676
H 6.4099 2.3660 1.7325
H 6.9604 0.7156 1.3851
H -3.6906 -2.7362 -2.1252
H -8.6567 -6.2204 -0.8621
O -4.1535 -2.1722 -2.8003